1.
A cluster of 6 separate species, C42H90N6O5 in total at a distorted geometry. Source: OMol25; level of theory: the ωB97M-V functional and the def2-TZVPD basis.

```
143
Properties=species:S:1:pos:R:3:forces:R:3
O 1.4990 -1.3689 -4.0284 -2.11 9.43 0.92
H 0.1127 4.0383 5.7028 -0.37 -0.57 -0.19
C -0.9507 4.8499 3.3250 0.55 1.13 -0.46
H -0.1323 1.6250 4.2087 -0.10 0.01 -0.04
C -2.1143 -2.7644 5.1917 -0.05 0.16 -0.92
H 0.3716 6.5615 3.8017 0.42 -0.26 -0.16
C 3.5225 -1.9117 3.2685 0.12 -0.63 0.16
H 6.6256 -4.9464 0.1318 -0.23 -0.03 -0.06
H 5.7532 -2.3026 -1.0301 -0.14 0.00 0.25
C 4.1155 -3.7673 -2.9845 -1.34 -0.83 0.91
C 1.7519 4.6487 0.1206 0.08 -1.86 -0.14
H -0.3840 5.7702 0.9197 0.14 -0.10 -0.24
N 0.1386 -0.1723 -0.3122 1.40 1.72 1.85
H 3.6118 4.8551 2.4537 -0.15 -0.26 -0.30
H -0.8614 1.8971 2.6305 0.13 -0.07 -0.20
C 0.8210 3.8357 4.8994 0.30 0.40 -1.23
C -5.9888 -0.2100 -1.2256 0.96 -0.68 0.26
H -8.4209 4.2410 -0.4002 0.33 0.38 -0.03
C 0.4267 6.0414 1.5958 -0.10 -0.94 1.82
C -3.9226 -1.2851 -0.4491 0.45 -1.16 -1.21
H -2.9368 -2.0692 5.0233 0.18 0.18 -0.24
H 5.5969 -2.8792 0.6925 0.76 0.38 -0.21
H 2.7741 -0.0409 -1.6193 -0.08 0.38 0.10
N -5.0973 0.8740 -0.7019 2.99 1.66 -0.61
H -4.9285 2.6358 0.5114 -0.03 -0.03 -0.04
O 1.9382 2.6043 2.3613 -6.61 6.26 -0.72
H -0.9310 7.0480 2.8258 -0.58 -0.35 0.32
H 0.8159 3.3951 -4.4322 0.41 -0.14 -0.17
H -5.0171 2.0490 -2.4584 0.17 0.20 0.01
H 2.5411 3.9123 -0.0307 0.18 0.00 0.13
H 0.8193 1.6091 -6.2690 -0.05 0.10 0.40
H -6.1277 3.5666 -1.3884 -0.05 0.35 0.17
O -0.1341 -1.0123 -1.1265 -0.85 -1.96 -2.03
C 5.4630 -3.1146 -0.3633 -1.39 -1.50 0.65
H 3.5653 0.3495 -5.4668 -0.31 -0.03 0.03
C -5.7634 2.0631 0.1075 -0.16 -1.29 -0.81
H 1.1534 -3.6138 -2.4790 0.23 0.06 0.00
O -0.6461 0.7293 0.0009 -1.66 0.86 0.02
H 5.4263 -5.9309 -2.2397 -0.63 0.21 -0.11
C 0.6643 2.8505 -3.5002 0.45 0.11 -0.59
H -0.2943 -4.8128 4.0780 0.26 0.44 0.10
H -1.3643 2.3020 -4.0071 0.07 -0.36 -0.37
C -2.2813 -4.0124 4.2585 0.47 0.84 0.77
C -0.4446 1.8189 -3.6772 0.84 -0.21 1.70
H 2.4714 -5.8663 -0.7813 -0.11 0.07 0.13
H -4.0301 -2.0682 0.3013 -0.17 0.23 0.15
C 2.7997 5.5472 2.2312 0.28 -0.51 1.55
H -2.9937 0.5899 0.1606 -0.13 0.39 -0.99
C 1.5208 4.9259 1.6426 -0.86 1.55 -3.10
H -2.9539 -1.4434 -0.9229 0.08 -0.16 -0.01
C 5.0623 -5.4062 -1.3563 -0.77 1.01 1.88
C 1.1784 -2.9039 3.1148 -0.61 -0.02 0.36
H -1.1524 -4.6762 2.5765 0.49 0.65 -0.44
H 2.4972 -5.8676 -2.5181 -0.15 0.27 -0.15
C -7.6519 3.7420 0.1895 -0.07 -0.66 -0.77
H 0.2892 3.6246 -2.8308 0.04 -0.06 0.19
C -0.2474 6.2123 2.9753 -0.40 -0.34 -0.67
H 3.5709 -4.1065 0.3771 0.33 0.51 0.70
H 3.7818 -0.7326 -2.8407 -0.39 -0.25 -0.53
H 6.9082 -4.4136 -1.5044 0.22 0.60 0.31
H -0.6001 1.4512 -2.6630 -0.58 -0.06 0.28
H -3.1053 -3.8227 3.5707 -0.06 -0.53 0.18
H 4.2189 1.7730 -4.6981 -0.06 -0.11 0.65
H -4.3204 0.1755 1.1038 -0.21 -0.52 0.23
C 2.5113 0.9164 -3.5797 -0.33 1.14 1.56
H 1.8399 -0.9346 2.4864 -0.32 -0.25 -0.51
C 3.3463 0.2110 -2.5121 0.40 -1.51 -0.31
H -0.1696 -5.9067 -0.8801 0.78 -0.16 0.14
H 0.8985 6.9434 1.2061 0.03 -0.06 0.18
H -2.1237 -1.8988 2.6576 0.02 0.01 0.07
H 1.4584 4.7181 4.9560 0.27 -0.14 -0.46
N 1.2381 0.0279 -3.9193 2.04 -8.02 -2.36
H 4.7660 -6.0974 -0.5672 -0.29 -0.31 -0.40
C 3.9209 -3.4213 -0.3951 1.22 -1.77 -1.78
C 6.1438 -4.4857 -0.7307 -0.21 0.43 -0.81
H 0.1665 0.0581 -6.6257 0.17 -0.33 0.30
H -6.4898 0.0475 -2.1587 -0.44 0.43 0.57
C 0.0024 3.6852 3.5244 -0.24 -0.49 0.94
H -3.8816 0.7478 -2.4841 0.29 -0.01 0.37
H 3.2030 6.3410 1.6026 -0.37 -0.28 -0.46
N 3.8252 -4.4609 -1.5848 0.75 0.85 -2.08
C -0.9640 -4.1602 3.5179 -0.41 -0.07 0.21
H -6.3034 1.5831 0.9237 0.04 -0.06 0.03
C 1.9531 2.2440 -2.8890 -0.52 -0.15 -0.46
H 1.5083 -3.7039 3.7776 -0.03 0.09 0.20
H -1.0894 -2.4368 1.3600 0.47 -0.51 0.26
C -3.9575 0.0872 0.0798 -1.80 1.86 2.18
H -1.4929 -0.8340 -3.4134 0.31 0.07 0.23
H 2.6867 1.9364 -5.4618 0.12 -0.27 -0.33
N -0.3605 -2.7362 3.4315 0.46 -1.26 -1.14
C -0.7346 2.3221 3.6262 0.43 -0.25 -0.83
H -2.2520 -0.0305 -4.7453 0.45 0.27 -0.47
H 3.2593 -2.5580 -0.4665 -0.05 -0.20 -0.47
C 3.2917 1.2329 -4.8899 -0.87 0.09 -0.02
H 0.0396 -2.5537 5.4824 0.07 0.04 0.00
O 1.2465 -0.1574 0.2532 1.04 -0.57 0.19
H 2.7622 2.9698 -2.8080 0.19 0.01 -0.76
H 1.0983 -3.6318 -0.7286 0.81 0.06 0.11
C -0.0979 0.5569 -4.4735 -1.75 0.29 -0.78
H -1.7466 2.3462 4.0305 0.21 0.64 0.33
H -0.9004 -4.4875 -1.3786 -0.18 0.14 -0.71
H -1.5015 4.9644 4.2586 -0.22 -0.18 -0.17
H 1.9717 5.4798 -0.5495 0.12 0.56 0.88
C -0.7189 -2.1636 4.8038 0.22 -0.64 0.26
H 2.5826 6.0466 3.1755 -0.17 -0.06 0.11
H -2.3901 -4.8936 4.8908 -0.59 -0.04 -0.41
H 1.7723 2.0993 -1.8239 -0.31 -0.82 0.05
N 0.9872 3.6384 2.3210 7.79 -4.21 2.64
H -4.6357 -1.3213 -2.5287 0.05 0.08 0.06
H -1.6029 4.5378 2.5093 -0.45 0.36 0.06
C 2.4534 -5.2091 -1.6506 0.76 1.28 0.77
H -0.1214 -5.5992 -2.6055 -0.55 0.05 0.05
C 0.0104 0.9324 -5.9938 1.34 -0.53 -0.85
H -1.0181 -1.3414 -5.0188 -0.40 0.09 -0.18
C -5.0325 -1.3743 -1.5148 -0.21 -0.26 0.07
H 5.1479 -3.4564 -3.1443 -0.11 -0.03 0.58
H 4.2860 0.7037 -2.2626 -0.47 0.94 0.02
H 3.8587 -4.5061 -3.7437 0.17 -0.10 0.10
H 1.3921 2.9180 5.0391 0.00 0.23 0.23
H 3.3981 -2.9553 -3.1033 0.25 0.12 0.17
H -0.5806 -1.0843 4.7398 -0.42 -0.07 0.13
H 3.8550 -2.3296 2.3183 0.17 -0.34 0.17
H -7.2666 2.3022 -1.4572 -0.38 -0.18 0.31
H 3.6410 -2.5861 4.1166 1.10 -0.08 -0.17
C 1.2054 -4.2669 -1.6079 0.42 -0.98 0.08
C -6.7286 2.9257 -0.7432 0.71 -0.21 0.31
C -1.3091 -0.4743 -4.4258 1.71 -0.26 0.88
C -1.0815 -1.9756 2.3475 -0.51 0.38 0.18
H -6.5930 -0.5062 -0.3680 -0.60 0.28 -0.38
H 0.8621 4.2074 -0.3285 -0.26 -0.14 0.20
H -5.5712 -2.3201 -1.4569 -0.03 0.09 -0.02
H -3.5211 2.2249 -1.4924 -0.18 -0.31 0.31
H -7.0638 4.4464 0.7779 -0.28 0.02 0.04
H 1.2410 -3.3030 2.1024 -0.31 0.03 -0.10
H -8.2386 3.0721 0.8182 0.28 -0.03 0.32
C -0.0503 -5.1226 -1.6278 -0.48 -0.21 -0.13
H -0.7097 -0.9611 2.2036 0.37 -0.06 0.37
C -4.2849 1.5295 -1.8404 -1.68 -0.39 -0.55
H 4.0518 -0.9675 3.3969 0.02 -0.19 0.26
C 2.0571 -1.6790 3.2524 -1.83 2.06 -0.26
H 1.7970 -1.1055 4.1421 -0.08 -0.35 0.52
H -2.2687 -3.0557 6.2306 0.81 0.16 0.05
H -0.8940 1.3587 -6.4279 -0.33 0.15 0.89
```
Forces are in eV/Å.

Computed properties:
net charge	+4
LUMO	-0.4488	Eh
spin multiplicity	1
HOMO energy	-17.363	eV

2.
A structure of composition C2H12InO5 at a distorted geometry. Source: OMol25; level of theory: the ωB97M-V functional and the def2-TZVPD basis.

```
20
Properties=species:S:1:pos:R:3:forces:R:3
H 37.0923 17.4496 -17.4423 0.01 -0.02 -0.33
H 36.7589 15.7450 -16.9910 0.69 -1.10 1.61
O 34.1441 17.3004 -15.9988 1.89 -0.83 -0.26
H 36.2679 15.9908 -18.9963 0.53 0.47 -1.25
H 31.5202 20.1741 -19.5591 -0.24 0.64 0.21
H 33.9811 18.2428 -15.9167 -0.05 0.86 -0.31
C 35.5449 17.0200 -15.7926 -3.15 -1.27 1.24
H 27.4231 18.2218 -16.7604 -0.77 -0.12 0.28
O 34.0088 11.6834 -19.4404 -0.31 0.72 0.28
H 33.8568 11.1371 -20.2116 -0.21 -0.45 -0.62
H 28.6020 19.1284 -17.0438 0.15 0.65 0.06
O 31.6660 19.3164 -19.9583 -0.04 -0.72 0.41
O 28.2750 18.2418 -17.1965 0.59 -0.50 -0.32
O 35.6207 16.2177 -18.3245 -0.44 0.69 2.25
H 35.5043 16.1580 -15.1266 0.36 -0.67 -0.79
H 35.9394 17.7476 -15.0833 1.03 0.95 -0.98
In 31.0800 15.0491 -18.5026 -0.34 -0.14 -0.09
H 34.8411 11.3712 -19.0854 0.55 -0.31 0.32
H 32.3055 19.4799 -20.6515 0.33 0.12 -0.64
C 36.3187 16.7178 -17.2097 -0.55 1.03 -1.09
```
Forces are in eV/Å.

Computed properties:
net charge	+3
LUMO	-0.6726	Eh
energy relative to the best compared isomer or geometry (same formula, charge and spin)	3.5951	eV
spin multiplicity	1
HOMO energy	-20.304	eV

3.
A structure of composition C5H9ClSi at a distorted geometry. Source: OMol25; level of theory: the ωB97M-V functional and the def2-TZVPD basis.

```
16
Properties=species:S:1:pos:R:3:forces:R:3
H -2.4846 -0.1680 2.3437 -0.15 -0.28 0.13
H 2.9234 -0.0760 -1.9849 -0.04 0.97 0.79
Cl 3.1316 -0.7323 0.8839 -0.36 0.53 -0.89
Si 2.2133 0.3471 -0.7011 -2.86 -3.30 0.10
C -2.7311 -0.8458 1.5252 -0.31 -1.42 0.25
H -2.8084 -1.9133 1.8466 0.28 0.82 0.46
H 0.5390 -1.7829 -1.7213 -0.49 0.65 0.81
H 1.8439 2.6814 -0.7372 0.45 0.87 0.33
H 1.8568 2.1393 1.0738 -0.41 -0.05 -1.40
C -1.6853 -0.8278 0.5084 -1.45 0.39 -0.02
H 0.3946 1.8709 -0.2164 2.41 -0.01 1.12
H -0.1544 -0.3137 -2.2247 -0.19 1.17 -1.52
C 1.5672 1.9428 0.0022 -1.97 -0.30 -0.72
C 0.1331 -0.8028 -1.3468 3.34 -0.47 0.21
C -0.9696 -0.8418 -0.4525 1.21 -0.09 0.74
H -3.7695 -0.6769 1.2012 0.54 0.52 -0.40
```
Forces are in eV/Å.

Computed properties:
LUMO	0.0219	Eh
energy relative to the best compared isomer or geometry (same formula, charge and spin)	2.8957	eV
spin multiplicity	1
HOMO energy	-8.102	eV

Q: Which value of LUMO does entry 3 give?
A: 0.0219 Eh

Please write out number 3 again, unchanged.
A structure of composition C5H9ClSi at a distorted geometry. Source: OMol25; level of theory: the ωB97M-V functional and the def2-TZVPD basis.

```
16
Properties=species:S:1:pos:R:3:forces:R:3
H -2.4846 -0.1680 2.3437 -0.15 -0.28 0.13
H 2.9234 -0.0760 -1.9849 -0.04 0.97 0.79
Cl 3.1316 -0.7323 0.8839 -0.36 0.53 -0.89
Si 2.2133 0.3471 -0.7011 -2.86 -3.30 0.10
C -2.7311 -0.8458 1.5252 -0.31 -1.42 0.25
H -2.8084 -1.9133 1.8466 0.28 0.82 0.46
H 0.5390 -1.7829 -1.7213 -0.49 0.65 0.81
H 1.8439 2.6814 -0.7372 0.45 0.87 0.33
H 1.8568 2.1393 1.0738 -0.41 -0.05 -1.40
C -1.6853 -0.8278 0.5084 -1.45 0.39 -0.02
H 0.3946 1.8709 -0.2164 2.41 -0.01 1.12
H -0.1544 -0.3137 -2.2247 -0.19 1.17 -1.52
C 1.5672 1.9428 0.0022 -1.97 -0.30 -0.72
C 0.1331 -0.8028 -1.3468 3.34 -0.47 0.21
C -0.9696 -0.8418 -0.4525 1.21 -0.09 0.74
H -3.7695 -0.6769 1.2012 0.54 0.52 -0.40
```
Forces are in eV/Å.

Computed properties:
LUMO	0.0219	Eh
energy relative to the best compared isomer or geometry (same formula, charge and spin)	2.8957	eV
spin multiplicity	1
HOMO energy	-8.102	eV

Q: The highest HOMO energy belongs to which entry?
A: C5H9ClSi